C7H13NO in the gas phase. Source: the OMol25 dataset; level of theory: ωB97M-V with the def2-TZVPD basis set.

Structure (ORCA input):
```
! RIJCOSX wB97M-V def2-TZVPD def2/J DEFGRID3
* xyz 0 1
C -2.425 0.127 0.367
C -1.151 -0.140 0.732
N -0.821 -1.028 1.761
C -0.049 0.669 0.193
C 0.173 2.043 0.758
C 0.694 0.052 -0.737
C 1.954 0.503 -1.392
C 0.180 -1.453 -1.124
O 0.834 -2.359 -0.254
H -3.236 -0.529 0.664
H -2.663 0.951 -0.295
H -1.035 -0.594 2.657
H 0.191 -1.177 1.764
H 0.194 2.799 -0.032
H 1.122 2.083 1.305
H -0.618 2.333 1.459
H 2.247 1.511 -1.080
H 2.766 -0.188 -1.145
H 1.833 0.507 -2.480
H -0.880 -1.701 -1.234
H 0.571 -1.615 -2.132
H 0.119 -2.793 0.246
*
```

Summary:
ΔE to the lowest compared entry with this formula, charge and spin, eV: 2.159
LUMO level, hartree: 0.03419
SMILES: C=C(N)/C(C)=C(/C)CO
DFT total energy, eV: -11005.5934



C7H13NO in the gas phase. Source: the OMol25 dataset; level of theory: ωB97M-V with the def2-TZVPD basis set.

Structure (ORCA input):
```
! RIJCOSX wB97M-V def2-TZVPD def2/J DEFGRID3
* xyz 0 1
C -2.633 1.596 -0.476
C -1.673 1.008 -0.053
N -0.641 0.241 0.543
C -0.286 0.737 1.863
C 0.412 -0.215 -0.343
C -0.154 -0.515 -1.727
C 1.585 0.761 -0.447
C 0.877 -1.598 0.307
O -0.186 -2.489 0.463
H -3.472 2.094 -0.861
H 0.445 0.093 2.349
H -1.189 0.763 2.472
H 0.128 1.751 1.828
H -0.494 0.402 -2.202
H -0.998 -1.196 -1.654
H 0.612 -0.979 -2.345
H 2.312 0.394 -1.166
H 1.215 1.729 -0.782
H 2.086 0.889 0.510
H 1.386 -1.419 1.265
H 1.594 -2.061 -0.372
H -0.929 -1.988 0.829
*
```

Summary:
ΔE to the lowest compared entry with this formula, charge and spin, eV: 2.731
LUMO level, hartree: 0.03037
SMILES: C#CN(C)C(C)(C)CO
DFT total energy, eV: -11005.0221



C7H13NO in the gas phase. Source: the OMol25 dataset; level of theory: ωB97M-V with the def2-TZVPD basis set.

Structure (ORCA input):
```
! RIJCOSX wB97M-V def2-TZVPD def2/J DEFGRID3
* xyz 0 1
C 0.569 2.520 -0.323
C 0.249 1.380 -0.961
C 1.171 -0.025 -0.969
O 2.242 0.037 -0.077
C 0.068 -1.038 -0.575
N 0.592 -2.217 0.127
C -0.923 -0.215 0.288
C -2.265 -0.274 -0.018
C -0.528 0.076 1.724
H 0.327 3.484 -0.755
H 1.068 2.502 0.639
H -0.278 1.459 -1.910
H 1.536 -0.148 -1.989
H 2.059 -0.625 0.619
H -0.452 -1.341 -1.491
H -0.006 -3.011 -0.099
H 1.510 -2.490 -0.214
H -2.651 -0.916 -0.801
H -2.980 0.357 0.498
H 0.547 0.197 1.856
H -0.858 -0.726 2.390
H -0.996 1.013 2.042
*
```

Summary:
ΔE to the lowest compared entry with this formula, charge and spin, eV: 3.306
LUMO level, hartree: 0.02839
SMILES: C=C[C@@H](O)[C@@H](N)C(=C)C
DFT total energy, eV: -11004.4469



C7H13NO in the gas phase. Source: the OMol25 dataset; level of theory: ωB97M-V with the def2-TZVPD basis set.

Structure (ORCA input):
```
! RIJCOSX wB97M-V def2-TZVPD def2/J DEFGRID3
* xyz 0 1
C -2.158 -0.747 0.316
C -0.868 -0.658 1.198
C -0.812 0.927 1.815
N 0.317 1.841 0.947
C 0.248 0.795 -0.282
C 0.338 -0.636 0.320
C 0.751 -0.302 -1.162
C 2.328 -0.369 -1.393
O -0.077 -0.669 -2.273
H -2.083 -1.516 -0.412
H -3.081 -0.680 0.828
H -2.139 0.051 -0.460
H -0.654 -1.592 1.751
H -1.852 1.248 1.572
H -0.369 1.195 2.717
H 1.244 1.414 1.476
H -0.843 1.051 -0.724
H 1.299 -0.677 0.805
H 2.679 0.107 -0.470
H 2.727 -1.308 -1.730
H 2.808 0.616 -1.885
H 0.196 -0.090 -2.956
*
```

Summary:
ΔE to the lowest compared entry with this formula, charge and spin, eV: 7.087
LUMO level, hartree: 0.03091
SMILES: C[C@@H]1CN[C@@H]2[C@@H]1[C@@]2(C)O
DFT total energy, eV: -11000.6663



2 unconnected molecules or ions with the total composition C7H13NO. Source: the OMol25 dataset; level of theory: ωB97M-V with the def2-TZVPD basis set.

Structure (ORCA input):
```
! RIJCOSX wB97M-V def2-TZVPD def2/J DEFGRID3
* xyz 0 1
C 0.160 0.921 -0.030
C -0.089 1.007 -1.474
C 1.585 0.729 0.366
C -0.730 1.685 0.895
C 0.184 -2.031 0.831
C -0.697 -1.020 0.156
C -0.040 -0.549 -1.735
N -1.950 -0.925 0.276
O 1.021 -1.162 -1.900
H -2.352 -1.616 0.914
H -1.077 1.398 -1.711
H 0.699 1.467 -2.068
H -0.981 -0.838 -2.224
H 2.014 -0.114 -0.185
H 2.161 1.610 0.062
H 1.700 0.590 1.439
H -0.579 1.388 1.934
H -1.777 1.557 0.628
H -0.481 2.750 0.801
H -0.391 -2.908 1.136
H 0.987 -2.338 0.160
H 0.632 -1.600 1.729
*
```

Summary:
ΔE to the lowest compared entry with this formula, charge and spin, eV: 3.695
LUMO level, hartree: -0.00475
DFT total energy, eV: -11004.0575



C7H13NO2 in the gas phase. Source: the OMol25 dataset; level of theory: ωB97M-V with the def2-TZVPD basis set.

Structure (ORCA input):
```
! RIJCOSX wB97M-V def2-TZVPD def2/J DEFGRID3
* xyz 0 1
C -0.632 -1.400 -1.048
C 0.294 -0.779 -0.038
C 0.507 -1.581 1.235
C 1.479 -0.030 -0.720
N 2.791 -0.017 -0.232
O 3.654 -0.054 -1.092
O 2.984 0.011 0.965
C 0.202 0.762 -0.031
C 0.296 1.544 1.280
C -0.629 1.549 -0.983
H -1.706 -1.127 -0.950
H -0.546 -2.522 -0.833
H -0.452 -1.168 -2.027
H 1.432 -1.090 1.636
H 0.971 -2.499 1.058
H -0.471 -1.516 1.800
H 1.496 0.083 -1.786
H 1.007 1.238 1.970
H -0.616 1.365 1.776
H 0.257 2.550 0.940
H -1.629 1.424 -0.633
H -0.607 1.530 -2.072
H -0.484 2.584 -0.845
*
```

Summary:
ΔE to the lowest compared entry with this formula, charge and spin, eV: 5.792
LUMO level, hartree: 0.01816
SMILES: CC1(C)C([N+](=O)[O-])C1(C)C
DFT total energy, eV: -13050.1369



2 unconnected molecules or ions with the total composition C7H13NO2. Source: the OMol25 dataset; level of theory: ωB97M-V with the def2-TZVPD basis set.

Structure (ORCA input):
```
! RIJCOSX wB97M-V def2-TZVPD def2/J DEFGRID3
* xyz 0 1
C -0.641 0.162 0.909
C 0.002 -0.819 -0.019
C 0.500 0.672 0.206
C 0.821 -1.974 0.756
C -0.430 -1.187 -1.400
C 0.530 1.521 -1.059
C 1.713 1.172 1.148
N -3.247 0.640 -0.009
O -3.369 1.369 -0.961
O -3.930 -0.021 0.675
H -0.801 0.012 1.933
H 0.163 -2.879 0.996
H 0.925 -1.490 1.680
H 1.738 -2.272 0.328
H -1.438 -0.921 -1.603
H -0.429 -2.277 -1.384
H 0.125 -0.955 -2.243
H -0.147 1.251 -1.844
H 1.516 1.571 -1.455
H 0.390 2.444 -0.753
H 2.004 0.450 1.811
H 1.409 2.002 1.806
H 2.595 1.528 0.481
*
```

Summary:
ΔE to the lowest compared entry with this formula, charge and spin, eV: 8.649
LUMO level (spin up / spin down), hartree: 0.00502 / -0.03181
DFT total energy, eV: -13047.2801



2 unconnected molecules or ions with the total composition C7H13NO2. Source: the OMol25 dataset; level of theory: ωB97M-V with the def2-TZVPD basis set.

Structure (ORCA input):
```
! RIJCOSX wB97M-V def2-TZVPD def2/J DEFGRID3
* xyz 0 1
C -0.851 -1.101 -1.527
C -1.745 -0.573 -0.432
N -2.296 0.725 -0.753
C -1.002 -0.524 0.969
O -1.525 0.039 1.909
O -0.172 -1.580 1.141
H 0.038 -0.442 -1.605
H -1.374 -1.124 -2.479
H -0.490 -2.095 -1.281
H -2.580 -1.264 -0.252
H -1.549 1.390 -0.933
H -2.824 1.076 0.037
H 0.052 -1.647 2.082
C 0.545 2.097 1.421
C 0.883 1.199 0.545
C 1.583 0.638 -0.428
C 2.558 -0.480 -0.205
H 1.196 2.920 1.680
H -0.378 2.006 1.974
H 1.524 1.042 -1.434
H 2.977 -0.427 0.796
H 3.374 -0.431 -0.921
H 2.054 -1.443 -0.303
*
```

Summary:
ΔE to the lowest compared entry with this formula, charge and spin, eV: 2.860
LUMO level, hartree: 0.02186
SMILES: C[C@H](N)C(=O)O.C=C=CC
DFT total energy, eV: -13053.0693